Record 1
The following is a DFT calculation (ωB97M-V/def2-TZVPD) of a gas-phase ion, C12H25BBr2N2O5P (charge +1) in a non-equilibrium geometry.

Computed properties:
E (hartree): -6472.0251
Lowest unoccupied orbital energy (Eh): -0.0959
Structure (SMILES): CC[C@@H]1[C@H](B(O)OC)[C@H]([C@H](Br)[C@H](C)Br)C[N@@+]1(CC(=O)O)P(N)O
Largest force on an atom (eV Å⁻¹): 4.47
E_HOMO (eV): -12.462

Structure (ORCA input):
```
! wB97M-V def2-TZVPD RIJCOSX def2/J DEFGRID3
* xyz 1 1
C 2.4352 -2.3670 -0.6699
C 2.1574 -1.6734 0.6996
C 1.1421 -0.5284 0.7416
C -0.3575 -0.8898 0.9422
B -0.9910 -1.9624 -0.0580
O -1.3826 -1.7446 -1.3788
O -1.1732 -3.2054 0.4832
C -1.4749 -4.2413 -0.4681
C -0.9270 0.5768 1.0057
C -2.3725 0.8721 0.6047
Br -2.6203 1.1847 -1.3097
C -3.0400 1.9665 1.4923
C -4.5588 1.6811 1.6701
Br -2.7178 3.7482 0.7393
C 0.1907 1.5569 0.4698
N 1.2754 0.7167 -0.1415
C 1.2651 0.5057 -1.6198
C 0.7184 1.6256 -2.5184
O 0.2463 1.2912 -3.5117
O 0.8051 2.9459 -2.2667
P 2.8203 1.4510 0.6045
N 2.8715 3.0784 0.0348
O 4.1535 0.7336 -0.0577
H 1.6780 -2.2037 -1.4424
H 3.4259 -2.0919 -1.0550
H 2.4692 -3.4481 -0.5017
H 1.7603 -2.4518 1.3613
H 3.1251 -1.4141 1.1442
H 1.3525 -0.0698 1.7212
H -0.4271 -1.3522 1.9329
H -0.6721 -2.0357 -1.9712
H -2.4383 -4.0957 -0.9603
H -0.6677 -4.3732 -1.1998
H -1.5382 -5.1883 0.0781
H -0.9199 0.7701 2.0895
H -2.9477 -0.0365 0.8238
H -2.6074 1.9415 2.4949
H -5.1245 2.5943 1.4697
H -4.7810 1.4329 2.7136
H -4.8868 0.8613 1.0262
H 0.5325 2.0764 1.3682
H -0.3740 2.2286 -0.1848
H 0.6492 -0.3686 -1.8198
H 2.2910 0.2818 -1.9397
H 0.9733 3.1600 -1.3332
H 3.7643 3.5012 0.2967
H 2.9251 3.0072 -0.9913
H 3.9733 -0.0475 -0.6085
*
```

Atomic partial charges in e from the natural (NBO) method, atoms 1 to 2: -0.630, -0.459



Record 2
The following is a DFT calculation (ωB97M-V/def2-TZVPD) of a molecular structure, C12H25F3NO2P2Pm in a non-equilibrium geometry.

Computed properties:
E (hartree): -2268.0259
Lowest unoccupied orbital energy (alpha / beta) (Eh): -0.0058 / -0.0050
Expectation value of S²: 6.009
Largest force on an atom (eV Å⁻¹): 3.42
E_HOMO (alpha / beta) (eV): -7.215 / -7.236

Structure (ORCA input):
```
! wB97M-V def2-TZVPD RIJCOSX def2/J DEFGRID3
* xyz 0 5
C 1.3131 -1.2232 -3.0028
C 0.6843 -0.4577 -2.0069
N 0.8242 -0.7201 -0.6758
C 1.6851 -1.7077 -0.3127
C 2.3380 -2.4984 -1.2593
C 2.1411 -2.2708 -2.6254
C -0.1427 0.7411 -2.4483
P -0.1261 2.2271 -1.3036
Pm -0.7520 0.5562 0.9100
P 0.6500 -1.3899 2.3553
C 1.9964 -1.9412 1.1508
O -2.6724 -0.1932 -2.5805
O -2.9954 0.6090 -0.2003
H 1.1014 -1.0006 -4.0436
H 2.9830 -3.2865 -0.8385
H 2.6173 -2.9379 -3.3392
C 1.2971 3.1234 -1.9413
C -1.4826 3.2198 -1.9752
H 2.1712 -3.0244 1.3184
H 2.9051 -1.3822 1.4711
H -1.2784 0.4133 -2.6276
H 0.2184 1.1282 -3.4142
C 1.6491 -1.4076 3.8796
C -0.1600 -3.0126 2.6027
H -3.0024 0.0227 1.0285
H -3.8892 0.9685 -0.2463
H -2.9307 -0.0280 -1.6029
H -2.7298 -1.1521 -2.7064
H 0.6157 1.4757 1.6068
H -2.6868 -0.2237 1.9138
H 1.1003 3.5016 -2.9562
H 1.4826 3.9750 -1.2744
H 2.1920 2.4878 -1.9410
H -1.2694 3.5297 -3.0056
H -2.4420 2.6891 -1.9602
H -1.5759 4.1190 -1.3531
H 0.4739 -3.7230 3.1484
H -1.0813 -2.8598 3.1732
H -0.4530 -3.4702 1.6547
H 1.8707 -2.4231 4.2454
H 2.5940 -0.8718 3.7382
H 1.0937 -0.8724 4.6593
F -2.5737 2.7609 2.5108
C -1.4366 2.0936 2.8951
F -0.5522 3.0734 3.3318
F -1.7653 1.3628 4.0476
*
```

Atomic partial charges in e from the Mulliken method, atoms 1 to 2: -0.894, 0.701



Record 3
The following is a DFT calculation (ωB97M-V/def2-TZVPD) of a molecular structure, C12H25IrN2O2P2S in a non-equilibrium geometry.

Computed properties:
E (hartree): -1917.2040
Lowest unoccupied orbital energy (alpha / beta) (Eh): 0.0036 / -0.0953
Expectation value of S²: 6.045
Largest force on an atom (eV Å⁻¹): 3.77
E_HOMO (alpha / beta) (eV): -3.936 / -8.330

Structure (ORCA input):
```
! wB97M-V def2-TZVPD RIJCOSX def2/J DEFGRID3
* xyz 0 5
C 2.5475 0.8291 -2.2875
C 1.8998 0.7755 -1.0056
N 1.2743 -0.4082 -0.6621
C 1.5463 -1.5284 -1.3316
C 2.4368 -1.5493 -2.4026
C 2.9096 -0.3452 -2.9340
C 1.9257 1.7980 -0.0208
P 0.7679 1.6461 1.3381
Ir -0.0945 -0.5048 1.0549
P -0.6530 -2.5094 0.1482
C 0.9412 -2.8080 -0.8109
O -1.3065 4.3311 -3.1931
O -4.7918 2.9767 -0.6338
H 2.8779 1.8084 -2.6528
H 2.6566 -2.5319 -2.8244
H 3.5214 -0.3805 -3.8405
C 2.0658 1.8064 2.6677
C -0.4596 3.0177 1.5704
H 0.8102 -3.5421 -1.6232
H 1.6767 -3.1996 -0.0847
H -0.4081 4.6543 -3.3965
H 2.7110 2.5467 -0.0858
C -0.8570 -3.7576 1.4155
C -1.9414 -2.7642 -1.0976
H -1.6448 -0.2760 0.4315
H -4.1078 2.9180 0.1298
H -4.2500 2.3940 -1.2021
H -1.4665 3.6557 -3.8843
H 1.2134 -0.8771 2.0900
H -1.2136 -0.3349 -0.2999
H 2.5651 2.7783 2.5362
H 1.7924 1.7212 3.7286
H 2.8047 1.0172 2.4691
H -0.0235 4.0291 1.4552
H -1.2711 2.8534 0.8401
H -0.9199 3.0039 2.5740
H -1.9191 -3.7882 -1.4901
H -2.9190 -2.6052 -0.6305
H -1.8364 -2.0703 -1.9403
H -0.9928 -4.7601 1.0016
H 0.0031 -3.7487 2.0896
H -1.7483 -3.4708 1.9801
S -2.9416 -1.3382 4.6798
C -1.9788 -0.8601 3.5021
N -1.2023 -0.6022 2.6320
*
```

Atomic partial charges in e from the Mulliken method, atoms 1 to 2: -0.918, 0.620



Record 4
The following is a DFT calculation (ωB97M-V/def2-TZVPD) of a molecular structure, C12H25N6O3SY.

Computed properties:
E (hartree): -1462.7623
Lowest unoccupied orbital energy (Eh): -0.1902
Largest force on an atom (eV Å⁻¹): 0.46
Relative energy (zero: lowest compared OMol25 entry of this formula, charge and spin) (kcal/mol): 0.0
E_HOMO (eV): -15.585

Structure (ORCA input):
```
! wB97M-V def2-TZVPD RIJCOSX def2/J DEFGRID3
* xyz 2 1
Y 0.0460 0.4284 -0.5023
C -0.8224 3.0498 1.1003
C -0.2987 2.2829 2.3045
N 0.1300 0.8981 1.9593
C 1.4354 0.5187 2.5586
C 2.6146 1.3088 2.0062
S 2.7743 1.2125 0.1962
C 2.6066 2.9355 -0.3531
C 1.3708 3.6652 0.1439
N 0.0986 2.9223 -0.0642
H -0.9544 4.0998 1.3764
H -1.7953 2.6667 0.7901
H -1.0707 2.2606 3.0746
H 0.5465 2.8006 2.7557
H -0.5606 0.2603 2.3471
H 1.5806 -0.5477 2.3678
H 1.4127 0.6453 3.6455
H 3.5316 0.9134 2.4413
H 2.5742 2.3574 2.2961
H 2.6285 2.8700 -1.4438
H 3.5001 3.4921 -0.0684
H 1.3180 4.6425 -0.3408
H 1.4751 3.8756 1.2070
H -0.3815 3.3515 -0.8506
N -0.5912 0.8483 -2.9324
C -2.0811 0.7117 -2.9721
C -2.5091 -0.0040 -1.6889
O -3.0860 -1.0612 -1.6660
O -2.0468 0.6233 -0.6139
H -0.3151 1.6752 -3.4514
H -0.1690 0.0694 -3.4341
H -2.4198 0.1670 -3.8499
H -2.5167 1.7096 -2.9695
C -0.8694 -5.5751 -0.3188
N -0.3896 -4.1986 -0.3588
C 0.6943 -3.7407 -1.2174
C 0.6140 -2.2574 -0.9806
O 1.2662 -1.3490 -1.5299
N -0.3427 -1.9697 -0.0804
C -0.9814 -3.1452 0.1918
N -2.0789 -3.1774 0.9270
H -0.0233 -6.2408 -0.4685
H -1.6163 -5.7515 -1.0927
H -1.2830 -5.7929 0.6641
H 0.5099 -3.9797 -2.2671
H 1.6636 -4.1474 -0.9225
H -2.5643 -2.3047 1.0708
H -2.6240 -4.0197 1.0140
*
```

Atomic partial charges in e from the natural (NBO) method, atoms 1 to 2: 2.044, -0.242



Record 5
The following is a DFT calculation (ωB97M-V/def2-TZVPD) of a molecular structure, C12H26ClINP2SYb in a non-equilibrium geometry.

Computed properties:
E (hartree): -3524.5454
Lowest unoccupied orbital energy (alpha / beta) (Eh): -0.2733 / -0.3363
Expectation value of S²: 0.751
Largest force on an atom (eV Å⁻¹): 2.27
Relative energy (zero: lowest compared OMol25 entry of this formula, charge and spin) (kcal/mol): 15.5
E_HOMO (alpha / beta) (eV): -14.183 / -14.183

Structure (ORCA input):
```
! wB97M-V def2-TZVPD RIJCOSX def2/J DEFGRID3
* xyz 2 2
C 0.0275 -1.9787 -0.8693
I 1.4231 2.2625 0.6693
H -0.6388 -1.2055 -1.3364
H -0.5576 -2.9176 -0.8783
H 0.9852 -2.1262 -1.4283
Yb -1.6412 1.8508 0.4346
P -2.6650 -0.9542 1.5898
C -1.9119 -1.7053 3.1037
C -3.1370 0.6843 2.3464
H -3.9355 0.4532 3.0604
H -4.8177 -1.7881 2.5275
H -3.5753 1.3957 1.6056
H -4.8843 -1.4802 0.7617
H -1.1797 -1.0210 3.5536
H -2.2840 1.1307 2.8975
C -4.2626 -1.8641 1.5802
H -2.6660 -1.9734 3.8548
H -4.0694 -2.9246 1.3703
H -1.3732 -2.6187 2.8093
P 0.1847 0.9824 -2.7159
C 2.0225 0.8324 -2.8205
C -0.1622 0.5478 -4.4623
H -1.0482 3.0661 -2.7302
H 0.4327 3.1241 -3.7929
H 0.5717 3.2869 -1.9884
C 0.0227 2.8132 -2.8187
H -1.2438 0.5782 -4.6206
H 0.3338 1.2560 -5.1401
H 2.3753 1.3675 -3.7130
H 2.2620 -0.2385 -2.9161
H 0.2052 -0.4677 -4.6531
H 2.5008 1.2386 -1.9168
Cl -3.3169 1.7527 -1.3419
S 0.2509 -1.5420 0.8820
C 1.8130 -0.8090 1.2444
N 2.7917 -0.7735 0.2960
C 3.9597 -0.0953 0.4822
C 4.2940 0.3609 1.7374
C 3.3582 0.2383 2.7598
C 2.1157 -0.3397 2.5310
H 2.6036 -1.3006 -0.5666
H 4.5644 -0.0245 -0.4084
H 5.2762 0.7972 1.9280
H 3.6066 0.6252 3.7528
H 1.3891 -0.4963 3.3396
*
```

Atomic partial charges in e from the natural (NBO) method, atoms 1 to 2: -0.760, -0.549



Record 6
The following is a DFT calculation (ωB97M-V/def2-TZVPD) of a molecular structure, C12H26ClLiN3NbO in a non-equilibrium geometry.

Computed properties:
E (hartree): -1236.4855
Lowest unoccupied orbital energy (alpha / beta) (Eh): -0.3270 / -0.3270
Largest force on an atom (eV Å⁻¹): 4.70
E_HOMO (alpha / beta) (eV): -16.190 / -16.189

Structure (ORCA input):
```
! wB97M-V def2-TZVPD RIJCOSX def2/J DEFGRID3
* xyz 2 1
N 2.1068 -0.6059 0.9145
C 3.0757 -1.1220 0.3924
O 4.0179 -1.6808 -0.0673
Li 1.1715 -0.8621 3.1461
Nb 0.6328 0.8101 0.7994
N -0.6452 -0.4939 1.5254
N 0.2296 1.3265 -1.1130
C -1.2844 -1.8226 1.4504
C 0.5559 0.8940 -2.4783
C -2.0230 -2.1298 2.7622
C -2.2823 -1.8477 0.2899
C -0.2210 -2.8856 1.2162
C 1.9590 1.4122 -2.7928
C -0.3776 1.4650 -3.5596
C 0.5329 -0.6219 -2.5775
H -1.3579 -2.0471 3.6395
H -2.3796 -3.1708 2.6947
H -2.8965 -1.4725 2.8932
H -3.1390 -1.1919 0.5009
H -2.6519 -2.8811 0.1728
H -1.7941 -1.5507 -0.6529
H 0.3702 -2.7007 0.3117
H -0.7313 -3.8485 1.0797
H 0.4511 -3.0040 2.0816
H 1.9779 2.5101 -2.8209
H 2.2799 1.0084 -3.7656
H 2.6475 1.0636 -2.0110
H -0.2540 2.5476 -3.7165
H -1.4357 1.2548 -3.3653
H -0.1082 0.9716 -4.5069
H 0.8526 -0.8791 -3.5983
H -0.4797 -1.0108 -2.3976
H 1.2387 -1.0664 -1.8660
C -1.5052 0.6546 2.0289
H -1.1233 1.6888 1.7783
H -2.5267 0.6144 1.6232
H -1.5152 0.5743 3.1257
C -0.1092 2.7627 -1.0028
H -0.0261 3.0891 0.0509
H 0.5662 3.3740 -1.6268
H -1.1486 2.9184 -1.3392
Cl 2.2960 1.0671 3.8612
C 1.5789 1.8930 2.3774
H 0.9822 2.7597 2.6839
H 2.4927 2.2361 1.8581
*
```

Atomic partial charges in e from the natural (NBO) method, atoms 1 to 2: -0.914, 0.917



Record 7
The following is a DFT calculation (ωB97M-V/def2-TZVPD) of a molecular structure, C12H26N11O2SY in a non-equilibrium geometry.

Computed properties:
E (hartree): -1661.1321
Lowest unoccupied orbital energy (alpha / beta) (Eh): -0.2851 / -0.2851
Largest force on an atom (eV Å⁻¹): 8.33
E_HOMO (alpha / beta) (eV): -12.639 / -12.640

Structure (ORCA input):
```
! wB97M-V def2-TZVPD RIJCOSX def2/J DEFGRID3
* xyz 2 1
Y 0.0000 0.0000 0.0000
C 4.5807 0.5011 0.8148
C 3.2407 -0.1043 0.5515
N 2.2583 0.4074 -0.1063
N 2.3504 1.6219 -0.7084
C 1.4371 2.0368 -1.6766
N 1.6897 3.3226 -2.0883
S 0.1503 1.2247 -2.3923
C 2.8601 -1.4495 0.9568
C 3.5816 -2.3564 1.7091
C 2.9886 -3.5956 1.9341
C 1.7259 -3.8623 1.4028
C 1.0942 -2.8752 0.6584
N 1.6349 -1.6656 0.4183
H 5.0806 0.6954 -0.1390
H 4.4511 1.4479 1.3467
H 5.2223 -0.1451 1.4147
H 3.2048 2.1512 -0.6038
H 2.0746 3.9726 -1.4179
H 0.9896 3.7106 -2.7111
H 4.5605 -2.1334 2.1099
H 3.5044 -4.3536 2.5174
H 1.2431 -4.8203 1.5634
H 0.1119 -3.0357 0.2233
N -2.0959 -0.9818 -0.2539
N -2.7393 0.3695 -0.4839
C -2.1865 1.6658 -0.4167
N -3.2952 2.4939 -0.4974
N -0.9533 2.0684 -0.3224
N -0.6682 3.3750 -0.2552
O 0.2854 3.7177 0.4556
O -1.3358 4.1978 -0.9077
H -2.2522 -1.3649 -1.1226
H -2.5228 -1.2256 0.5733
H -3.7347 0.3811 -0.2510
H -3.9241 2.2366 -1.2523
H -3.0500 3.4790 -0.6291
N 0.3092 -1.0399 2.1003
C -0.4757 -1.0854 3.3147
C -0.6011 0.3242 3.9189
C -1.2605 1.3605 2.9920
N -0.5021 1.4882 1.7666
H 0.4706 -2.3620 1.4849
H 1.3234 -1.1344 2.2591
H -0.0102 -1.7625 4.0382
H -1.4724 -1.4777 3.0875
H 0.3938 0.6827 4.2157
H -1.1939 0.2555 4.8391
H -1.3232 2.3291 3.4983
H -2.2817 1.0440 2.7547
H 0.2596 2.1808 1.8217
H -1.0812 2.4737 0.8469
H 0.4029 -1.1862 -1.6224
*
```

Atomic partial charges in e from the natural (NBO) method, atoms 1 to 2: 1.581, -0.698



Record 8
The following is a DFT calculation (ωB97M-V/def2-TZVPD) of 4 unconnected molecules or ions with the total composition C12H26N2O14S3 in a non-equilibrium geometry.

Computed properties:
E (hartree): -2830.1235
Lowest unoccupied orbital energy (Eh): 0.0109
Structure (SMILES): NCCCOC(=O)CCN.O=S1(=O)OCCO1.O=S1(=O)OCCO1.O=S1(=O)OCCO1
Largest force on an atom (eV Å⁻¹): 4.41
E_HOMO (eV): -9.543

Structure (ORCA input):
```
! wB97M-V def2-TZVPD RIJCOSX def2/J DEFGRID3
* xyz 0 1
N 3.5942 -0.3363 1.3168
C 2.9816 0.7276 0.4246
C 1.5584 1.0796 1.0711
C 1.2648 2.6551 1.2449
O 0.0176 2.9397 0.5377
C -1.1168 2.7463 1.3683
O -1.7498 3.7828 1.7080
C -1.6846 1.3472 1.8634
C -2.7187 0.8146 0.7356
N -2.8692 -0.6701 0.8340
H 3.5569 0.0641 2.2715
H 4.5753 -0.4935 1.0537
H 3.6729 1.6200 0.2647
H 2.7570 0.2111 -0.5897
H 1.4766 0.6162 2.1151
H 0.7298 0.6455 0.4224
H 1.2470 2.9495 2.3478
H 2.0947 3.2607 0.7348
H -2.1874 1.4713 2.8914
H -0.9062 0.5281 1.9900
H -2.3048 1.0647 -0.3091
H -3.7240 1.3327 0.9307
H -3.5470 -0.8633 1.5947
H -3.2956 -0.9874 -0.0517
O 1.9604 -1.2188 -2.2528
S 1.5251 -2.5392 -2.5981
O 0.9888 -2.8678 -3.8835
O 0.4875 -3.0402 -1.4587
C 0.9747 -4.2433 -0.8615
C 2.4886 -4.1669 -0.9834
O 2.7268 -3.5755 -2.2630
H 0.5785 -5.0846 -1.4230
H 0.6479 -4.3130 0.1754
H 2.9612 -5.1467 -0.9180
H 2.9139 -3.5067 -0.2212
O -1.2468 -5.5111 -0.9355
S -2.4325 -5.0001 -1.5613
O -2.9458 -3.6923 -1.2962
O -3.6236 -6.0795 -1.3453
C -4.1234 -6.5015 -2.6152
C -2.9503 -6.3658 -3.5730
O -2.2761 -5.1749 -3.1654
H -4.9431 -5.8351 -2.8974
H -4.4929 -7.5256 -2.5579
H -3.2682 -6.2912 -4.6126
H -2.2538 -7.2024 -3.4653
O 3.0659 7.5489 3.2396
S 1.8760 8.0519 2.6201
O 1.3529 9.3559 2.8912
O 0.6947 6.9629 2.8356
C 0.1941 6.5412 1.5642
C 1.3620 6.6901 0.6033
O 2.0286 7.8853 1.0132
H -0.6316 7.2022 1.2868
H -0.1673 5.5135 1.6179
H 1.0395 6.7657 -0.4348
H 2.0658 5.8587 0.7054
*
```

Atomic partial charges in e from the natural (NBO) method, atoms 1 to 2: -0.844, -0.240